Record 1
Computed, not measured: a molecular structure, C41H48BF2GeO2RbSb2 at a distorted geometry, with wB97M-V/def2-TZVPD.

Element x y z (Å)
Rb  -0.414  0.415  2.003
C  -2.415  -3.211  3.884
Sb  -2.772  -2.000  2.158
C  -3.580  -3.635  1.003
C  -4.684  -1.307  2.914
C  -5.502  -0.476  1.960
C  -6.200  -1.145  0.946
C  -6.993  -0.480  0.028
C  -7.114  0.903  0.116
C  -6.432  1.579  1.113
C  -5.611  0.924  2.042
C  -4.872  1.758  3.058
Sb  -3.008  2.673  2.345
C  -3.920  4.595  1.961
C  -3.170  2.043  0.291
H  -3.342  -3.713  4.167
H  -2.060  -2.574  4.696
H  -1.650  -3.957  3.660
H  -4.393  -4.129  1.544
H  -2.779  -4.358  0.826
H  -3.947  -3.282  0.036
H  -4.432  -0.790  3.838
H  -5.219  -2.224  3.166
H  -6.115  -2.227  0.893
H  -7.516  -1.034  -0.742
H  -7.736  1.449  -0.585
H  -6.525  2.660  1.186
H  -4.587  1.205  3.950
H  -5.487  2.608  3.357
H  -4.778  4.507  1.289
H  -3.175  5.254  1.508
H  -4.241  5.037  2.906
H  -4.060  2.469  -0.176
H  -3.232  0.951  0.219
H  -2.275  2.371  -0.244
C  4.650  -2.725  5.098
C  3.612  -1.850  5.406
C  3.062  -1.040  4.416
C  3.542  -1.072  3.098
C  4.581  -1.964  2.809
C  5.132  -2.781  3.795
Ge  2.694  0.112  1.731
C  3.539  1.871  2.136
C  3.141  3.004  1.417
C  3.708  4.254  1.651
C  4.685  4.400  2.630
C  5.088  3.290  3.364
C  4.519  2.042  3.117
C  3.714  -0.428  0.083
C  4.625  0.404  -0.579
C  5.245  0.015  -1.766
C  4.977  -1.231  -2.321
C  4.077  -2.079  -1.681
C  3.451  -1.673  -0.506
H  5.075  -3.362  5.866
H  3.219  -1.810  6.416
H  2.226  -0.393  4.670
H  4.978  -2.016  1.803
H  5.940  -3.461  3.544
H  2.374  2.908  0.653
H  3.384  5.115  1.076
H  5.126  5.372  2.824
H  5.848  3.394  4.131
H  4.851  1.187  3.696
H  4.863  1.376  -0.158
H  5.944  0.685  -2.256
H  5.459  -1.536  -3.243
H  3.852  -3.051  -2.107
H  2.726  -2.339  -0.044
F  -0.448  1.756  4.193
C  -0.849  0.491  4.796
F  -2.123  0.245  3.964
H  -1.330  0.854  5.713
C  1.713  0.326  -7.564
C  0.916  -0.794  -6.882
C  -0.348  -1.091  -7.701
C  1.786  -2.052  -6.869
C  0.519  -0.355  -5.470
C  -0.253  0.801  -5.304
C  -0.634  1.274  -4.048
C  -0.215  0.546  -2.962
O  -0.421  0.791  -1.616
B  0.241  -0.242  -0.950
O  0.813  -1.123  -1.859
C  0.530  -0.597  -3.106
C  0.916  -1.074  -4.336
H  2.024  0.013  -8.566
H  2.609  0.571  -6.985
H  1.121  1.239  -7.664
H  -0.078  -1.404  -8.715
H  -0.990  -0.210  -7.779
H  -0.931  -1.891  -7.236
H  2.053  -2.320  -7.895
H  1.261  -2.904  -6.428
H  2.714  -1.896  -6.311
H  -0.566  1.363  -6.177
H  -1.224  2.175  -3.932
H  1.520  -1.969  -4.394

Multiplicity: 2
Orbital gap (alpha / beta) in eV: 6.116 / 5.383
Total charge: -1
Energy above the lowest of the compared OMol25 structures with the same formula, charge and spin in kJ/mol: 258.50
HOMO (alpha / beta) in eV: -4.0 / -3.8



Record 2
Computed, not measured: a molecular structure, C5H9N2O at a distorted geometry, with wB97M-V/def2-TZVPD.

Element x y z (Å)
C  -0.861  -1.205  0.001
C  0.437  -1.389  0.131
C  0.475  0.797  -0.221
C  -2.352  0.793  0.053
C  2.590  -0.335  -0.189
N  -1.240  0.049  -0.265
N  1.141  -0.251  -0.011
O  0.657  2.078  -0.377
H  -1.634  -1.976  -0.048
H  1.022  -2.268  0.210
H  -2.347  1.915  -0.347
H  -3.357  0.313  -0.360
H  -2.444  0.881  1.069
H  3.105  0.610  -0.129
H  2.973  -0.939  0.517
H  2.881  -0.767  -1.211
H  -0.255  2.407  -0.604

Orbital gap in eV: 9.675
Total charge: +1
Energy above the lowest of the compared OMol25 structures with the same formula, charge and spin in kJ/mol: 382.99
HOMO in eV: -13.0



Record 3
Computed, not measured: C2H3N3O in the gas phase at a distorted geometry, with wB97M-V/def2-TZVPD.

Element x y z (Å)
O  -0.274  -0.721  1.971
C  -0.019  -0.218  0.749
N  -0.539  -0.651  -0.320
N  -0.110  -0.120  -1.515
C  1.505  1.664  0.165
N  0.872  0.842  0.739
H  -0.857  -1.487  1.849
H  -0.841  -0.226  -2.204
H  0.190  0.861  -1.453

Orbital gap in eV: 9.988
Total charge: 0
Energy above the lowest of the compared OMol25 structures with the same formula, charge and spin in kJ/mol: 238.65
HOMO in eV: -9.2



Record 4
Computed, not measured: C20H17BrN4O4S in the gas phase, with wB97M-V/def2-TZVPD.

Element x y z (Å)
C  -0.014  2.878  0.606
H  1.059  2.717  0.755
O  -0.759  1.707  0.854
C  -0.756  1.286  2.196
C  0.566  0.633  2.642
N  0.978  -0.354  1.664
C  2.033  -0.123  0.857
N  2.770  0.976  1.097
C  3.832  1.209  0.365
N  4.236  0.389  -0.664
C  5.354  0.664  -1.387
C  6.117  1.755  -1.133
C  5.737  2.629  -0.091
C  4.619  2.360  0.636
H  4.287  2.992  1.443
H  6.333  3.503  0.120
H  6.999  1.948  -1.720
H  5.564  -0.057  -2.165
C  3.477  -0.785  -1.026
O  3.849  -1.454  -1.965
C  2.338  -1.008  -0.195
C  1.423  -2.055  -0.483
C  0.387  -2.277  0.349
C  0.172  -1.489  1.547
N  -0.680  -1.700  2.468
H  -1.204  -2.559  2.341
S  -1.032  -3.213  -0.208
O  -1.593  -4.018  0.845
O  -0.719  -3.846  -1.456
C  -2.079  -1.774  -0.479
C  -1.703  -0.899  -1.481
C  -2.314  0.337  -1.576
C  -3.284  0.673  -0.644
C  -3.689  -0.211  0.341
C  -3.074  -1.449  0.423
H  -3.351  -2.160  1.185
H  -4.458  0.070  1.044
Br  -4.057  2.396  -0.711
H  -2.029  1.038  -2.344
H  -0.929  -1.194  -2.172
H  1.554  -2.647  -1.377
H  0.392  0.125  3.591
H  1.368  1.363  2.730
H  -0.982  2.127  2.867
H  -1.552  0.542  2.267
H  -0.349  3.697  1.252
H  -0.199  3.143  -0.433

Orbital gap in eV: 7.538
Total charge: 0
Energy above the lowest of the compared OMol25 structures with the same formula, charge and spin in kJ/mol: 0.00
SMILES: [H]/N=c1\c(S(=O)(=O)c2ccc(Br)cc2)cc2c(=O)n3ccccc3nc2n1CCOC
HOMO in eV: -8.4



Record 5
Computed, not measured: a molecular structure, C13H10CuFNO7 at a distorted geometry, with wB97M-V/def2-TZVPD.

Element x y z (Å)
Cu  -1.304  -0.024  -0.913
C  1.034  -3.523  -0.869
C  0.338  -2.330  -0.632
C  -0.438  -2.236  0.718
O  -0.983  -1.139  1.000
C  -0.417  -3.345  1.628
C  0.152  -4.562  1.230
C  0.851  -4.658  -0.083
O  1.443  -5.716  -0.406
O  0.222  -5.464  2.112
O  0.471  -1.310  -1.373
H  1.643  -3.551  -1.762
H  -0.796  -3.253  2.632
C  1.713  2.327  1.888
C  1.133  1.788  3.176
O  -0.265  1.807  2.950
C  -0.476  1.730  1.651
O  -1.485  1.500  1.061
O  0.669  1.927  0.959
F  1.437  2.522  4.262
H  2.621  1.842  1.538
H  1.802  3.404  1.745
H  1.431  0.754  3.345
N  -0.099  1.759  -2.982
C  -0.222  2.805  -2.128
C  -1.590  2.993  -1.922
C  -2.268  1.916  -2.492
C  -1.339  1.196  -3.238
H  0.717  1.527  -3.517
H  0.686  3.310  -1.846
H  -1.984  3.747  -1.260
H  -3.344  1.906  -2.565
H  -1.354  0.353  -3.906

Orbital gap in eV: 5.645
Total charge: -1
Energy above the lowest of the compared OMol25 structures with the same formula, charge and spin in kJ/mol: 0.00
HOMO in eV: -3.3



Record 6
Computed, not measured: Cl3O2PS in the gas phase at a distorted geometry, with wB97M-V/def2-TZVPD.

Element x y z (Å)
O  -2.315  -0.549  0.405
O  -0.332  -0.142  -1.117
P  1.202  -0.613  -0.759
S  -1.599  0.501  -0.234
Cl  1.041  -1.508  1.029
Cl  2.241  1.095  -0.447
Cl  -0.239  1.216  1.123

Orbital gap in eV: 9.464
Total charge: 0
Energy above the lowest of the compared OMol25 structures with the same formula, charge and spin in kJ/mol: 126.59
HOMO in eV: -9.8



Record 7
Computed, not measured: 2 unconnected molecules or ions with the total composition C2H4F2N4O3 at a distorted geometry, with wB97M-V/def2-TZVPD.

Element x y z (Å)
C  0.702  -0.818  0.316
C  -1.173  -1.585  -0.587
N  -0.683  -0.705  0.138
N  1.362  0.391  -0.007
N  -2.156  1.522  0.791
N  2.719  0.680  -0.095
O  3.567  -0.127  0.233
O  1.248  -1.798  0.688
O  2.908  1.767  -0.588
F  -3.330  1.039  0.260
F  -1.271  2.013  -0.169
H  -2.295  -1.552  -0.715
H  -0.657  -2.492  -1.123
H  -1.616  0.719  1.339
H  0.676  0.946  -0.480

Orbital gap in eV: 10.008
Total charge: 0
Energy above the lowest of the compared OMol25 structures with the same formula, charge and spin in kJ/mol: 128.46
SMILES: C=NC(=O)N[N+](=O)[O-].FNF
HOMO in eV: -10.5



Record 8
Computed, not measured: a molecular structure, C10H18Br4Cl6O4Sr3 at a distorted geometry, with wB97M-V/def2-TZVPD.

Element x y z (Å)
Sr  -12.885  -10.853  13.478
Sr  -11.893  -15.437  9.767
Sr  -13.994  -12.123  9.720
O  -10.683  -12.084  13.621
C  -11.151  -13.387  13.990
C  -10.717  -14.656  13.287
O  -10.710  -14.756  11.953
H  -12.239  -13.346  14.028
H  -10.850  -13.527  15.029
H  -11.228  -15.593  13.510
H  -9.683  -14.869  13.558
O  -14.972  -11.590  12.143
C  -15.608  -12.816  12.404
C  -14.778  -14.180  12.221
O  -14.062  -14.337  10.998
H  -16.428  -12.888  11.690
H  -16.014  -12.894  13.412
H  -15.308  -15.108  12.435
H  -14.024  -14.178  13.008
Br  -14.556  -12.134  15.841
C  -16.068  -12.081  17.124
C  -16.220  -10.686  17.922
Br  -17.398  -10.811  19.486
H  -15.831  -12.842  17.867
H  -16.990  -12.200  16.555
H  -16.600  -9.852  17.332
H  -15.248  -10.400  18.324
Br  -16.233  -12.903  7.859
C  -17.838  -14.079  8.059
C  -17.920  -14.876  9.342
Br  -19.489  -16.153  9.197
H  -17.949  -14.760  7.216
H  -18.692  -13.402  8.023
H  -17.969  -14.260  10.241
H  -17.086  -15.569  9.447
C  -13.662  -15.851  15.998
Cl  -13.491  -17.374  14.999
Cl  -12.867  -16.064  17.575
Cl  -15.396  -15.275  16.044
H  -13.111  -15.055  15.497
C  -17.521  -17.406  13.625
Cl  -16.624  -18.895  13.861
Cl  -18.512  -17.204  15.136
Cl  -18.415  -17.637  12.068
H  -16.779  -16.615  13.514

Multiplicity: 2
Orbital gap (alpha / beta) in eV: 4.194 / 5.182
Total charge: +1
HOMO (alpha / beta) in eV: -8.0 / -9.3



Copy entry 4 word for word.
Computed, not measured: C20H17BrN4O4S in the gas phase, with wB97M-V/def2-TZVPD.

Element x y z (Å)
C  -0.014  2.878  0.606
H  1.059  2.717  0.755
O  -0.759  1.707  0.854
C  -0.756  1.286  2.196
C  0.566  0.633  2.642
N  0.978  -0.354  1.664
C  2.033  -0.123  0.857
N  2.770  0.976  1.097
C  3.832  1.209  0.365
N  4.236  0.389  -0.664
C  5.354  0.664  -1.387
C  6.117  1.755  -1.133
C  5.737  2.629  -0.091
C  4.619  2.360  0.636
H  4.287  2.992  1.443
H  6.333  3.503  0.120
H  6.999  1.948  -1.720
H  5.564  -0.057  -2.165
C  3.477  -0.785  -1.026
O  3.849  -1.454  -1.965
C  2.338  -1.008  -0.195
C  1.423  -2.055  -0.483
C  0.387  -2.277  0.349
C  0.172  -1.489  1.547
N  -0.680  -1.700  2.468
H  -1.204  -2.559  2.341
S  -1.032  -3.213  -0.208
O  -1.593  -4.018  0.845
O  -0.719  -3.846  -1.456
C  -2.079  -1.774  -0.479
C  -1.703  -0.899  -1.481
C  -2.314  0.337  -1.576
C  -3.284  0.673  -0.644
C  -3.689  -0.211  0.341
C  -3.074  -1.449  0.423
H  -3.351  -2.160  1.185
H  -4.458  0.070  1.044
Br  -4.057  2.396  -0.711
H  -2.029  1.038  -2.344
H  -0.929  -1.194  -2.172
H  1.554  -2.647  -1.377
H  0.392  0.125  3.591
H  1.368  1.363  2.730
H  -0.982  2.127  2.867
H  -1.552  0.542  2.267
H  -0.349  3.697  1.252
H  -0.199  3.143  -0.433

Orbital gap in eV: 7.538
Total charge: 0
Energy above the lowest of the compared OMol25 structures with the same formula, charge and spin in kJ/mol: 0.00
SMILES: [H]/N=c1\c(S(=O)(=O)c2ccc(Br)cc2)cc2c(=O)n3ccccc3nc2n1CCOC
HOMO in eV: -8.4